# 1
2 unconnected molecules or ions with the total composition C6H9F3N3S at a distorted geometry, computed with ωB97M-V/def2-TZVPD.

## Properties
HOMO energy (spin up / spin down)   -0.3424 / -0.4923 Ha
<S²>   2.0169
LUMO level (spin up / spin down)   -3.11 / -6.49 eV
Kohn-Sham gap (spin up / spin down)   6.21 / 6.90 eV
Energy   -29816.4549 eV
Multiplicity   3
Total charge   +1

Geometry (Å):
S  1.865  2.107  -0.501
F  -0.715  -2.370  -1.461
F  -2.231  -2.622  0.025
F  -2.486  -1.077  -1.526
N  1.819  1.522  2.464
N  -0.493  0.228  -2.897
N  -0.082  0.104  -0.410
C  -1.603  -1.718  -0.680
C  -0.848  -0.775  0.254
C  0.090  -0.154  2.421
C  -0.795  -0.965  1.642
C  0.780  0.858  0.196
C  0.936  0.738  1.796
H  3.015  1.185  -0.670
H  0.459  -0.349  3.449
H  -1.598  -1.528  2.067
H  -1.019  1.048  -3.058
H  0.426  0.135  -3.282
H  -0.405  0.088  -1.818
H  -0.999  -0.477  -3.378
H  2.253  2.319  1.951
H  1.631  1.703  3.417

Results of the natural (NBO) charge analysis, in e, for atoms 1 through 2:
1. S -0.04
2. F -0.32

# 2
A molecular structure, C10H20ClDyPd at a distorted geometry, computed with ωB97M-V/def2-TZVPD.

## Properties
HOMO energy (spin up / spin down)   -0.2042 / -0.2981 Ha
<S²>   24.8287
LUMO level (spin up / spin down)   -0.96 / -3.02 eV
Kohn-Sham gap (spin up / spin down)   4.59 / 5.09 eV
Energy   -50771.8701 eV
Multiplicity   10

Geometry (Å):
Dy  0.823  -0.278  -2.727
Pd  -0.127  1.253  -0.162
Cl  2.137  -2.408  -2.707
C  -1.159  -0.632  3.668
C  -0.027  0.095  2.943
C  1.321  -0.582  3.177
C  -0.599  1.731  -2.075
C  -0.905  -0.460  0.468
C  -0.281  0.120  1.450
C  -1.858  -1.495  0.010
C  2.441  1.019  -3.763
C  -0.461  -0.863  -4.575
C  0.063  1.543  3.421
H  -0.254  -1.914  -4.813
H  -2.104  -1.318  -1.051
H  1.541  -0.579  4.252
H  -1.421  -2.501  0.093
H  -0.967  -0.638  4.749
H  2.184  1.198  -4.821
H  -1.709  1.591  -2.121
H  -1.534  -0.756  -4.373
H  2.564  1.990  -3.269
H  -0.203  -0.247  -5.453
H  -2.118  -0.120  3.504
H  1.320  -1.619  2.816
H  0.880  2.064  2.906
H  -0.404  2.833  -2.128
H  2.117  -0.034  2.655
H  -1.256  -1.673  3.335
H  3.405  0.488  -3.720
H  -0.874  2.081  3.222
H  -2.796  -1.452  0.589
H  0.258  1.562  4.500

Results of the Löwdin charge analysis, in e, for atoms 1 through 2:
1. Dy 1.03
2. Pd 0.76

# 3
A molecular structure, C15H68BNO30 at a distorted geometry, computed with ωB97M-V/def2-TZVPD.

## Properties
HOMO energy   -0.3491 Ha
LUMO level   -1.34 eV
ΔE to the lowest compared entry with this formula, charge and spin   95.7 kcal per mole
Kohn-Sham gap   8.16 eV
Energy   -80242.0366 eV
Multiplicity   1

Geometry (Å):
O  -2.540  -1.303  2.390
O  -4.420  1.637  1.814
O  -3.900  -2.959  0.703
O  5.467  -2.414  2.230
O  -2.710  2.443  0.872
O  -6.245  1.692  3.518
O  -4.873  -0.240  3.349
O  4.982  -0.046  3.122
O  2.831  -2.175  4.633
O  -2.454  -5.218  -0.471
O  -2.936  2.960  -1.759
O  4.396  5.823  -2.071
O  -0.237  6.889  -0.347
O  -7.921  0.610  4.445
O  -0.441  -1.757  4.824
O  -1.186  -4.714  -5.621
O  4.874  -2.235  -0.344
O  5.789  2.300  2.012
O  -0.805  -0.629  -7.339
O  2.944  -4.018  -1.086
O  -3.717  1.873  4.059
O  1.099  0.038  -4.642
O  3.660  3.931  1.594
O  -0.083  1.095  5.349
O  0.845  -2.665  -5.938
O  0.900  4.869  1.556
O  -6.549  -1.583  3.241
O  -1.753  2.662  3.610
O  -4.875  -3.319  -4.734
O  -4.637  -0.362  -0.157
N  0.766  0.281  0.228
C  0.795  2.663  -0.803
C  -2.871  2.270  3.255
C  2.343  -0.806  1.572
C  0.564  0.735  1.652
C  -6.864  0.652  3.811
C  1.610  3.778  -1.542
C  1.579  1.282  -0.533
C  -1.533  -2.349  -3.509
C  1.764  0.260  2.427
C  -0.551  0.015  -0.499
C  -6.038  -0.498  3.636
C  -1.541  -1.747  -2.064
C  -3.197  2.060  1.912
C  1.519  -0.898  0.285
C  -0.527  -0.724  -1.893
B  -4.854  1.257  3.237
H  5.218  -0.845  2.487
H  -2.554  -1.534  -1.951
H  4.853  -0.601  4.005
H  -4.587  -3.242  1.267
H  -3.301  -3.531  0.260
H  0.236  2.879  -0.024
H  -3.204  -1.071  2.845
H  0.368  1.814  1.598
H  3.169  -4.937  -1.175
H  1.037  -3.178  -6.825
H  -0.799  1.586  4.892
H  -1.494  -0.141  -7.148
H  -4.917  0.251  0.460
H  4.511  4.958  -2.211
H  -1.142  -0.682  0.187
H  1.913  0.058  -4.286
H  -0.433  0.091  -2.722
H  2.651  3.873  -1.049
H  4.655  6.362  -2.856
H  -5.532  -3.680  -4.213
H  5.457  1.568  2.355
H  2.203  -1.245  -0.463
H  6.446  -2.665  2.043
H  4.200  4.603  1.260
H  -2.493  -6.166  -0.088
H  0.734  1.553  5.158
H  1.877  -1.977  4.817
H  -4.633  -4.104  -5.130
H  1.395  -2.864  -5.131
H  -0.431  -4.064  -5.739
H  3.352  -0.764  1.129
H  -0.263  -0.084  2.067
H  4.523  -1.390  -0.591
H  0.546  -1.047  -2.113
H  -0.114  -0.856  4.548
H  0.978  4.661  -1.362
H  1.526  0.984  -1.472
H  -0.751  -5.556  -5.297
H  3.631  3.988  2.446
H  5.348  -2.551  1.169
H  2.532  1.139  2.488
H  -0.801  -1.169  -6.587
H  -2.688  2.617  -1.015
H  -0.761  -2.146  4.065
H  -4.451  -1.091  0.477
H  5.469  -2.643  -1.009
H  -2.391  -3.039  -3.566
H  -1.499  -2.406  -1.435
H  5.121  2.953  1.817
H  -0.138  2.463  -1.665
H  1.811  4.450  1.324
H  -2.730  -2.171  1.995
H  -0.697  -2.908  -3.957
H  1.032  -0.656  -5.255
H  1.869  3.421  -2.529
H  -3.314  3.758  -1.409
H  2.554  1.476  -0.235
H  1.758  -0.143  3.393
H  -0.725  7.631  -0.003
H  0.694  5.385  0.804
H  1.032  -1.685  0.759
H  -1.273  0.932  -0.504
H  -2.039  -5.321  -1.317
H  3.700  -3.574  -0.752
H  -1.695  -1.608  -4.268
H  -0.429  7.018  -1.175
H  2.274  -1.708  2.104
H  3.135  -2.846  4.324

Results of the Löwdin charge analysis, in e, for atoms 1 through 2:
1. O 0.04
2. O 0.22

Q: Number 3 is which compound?
A: C15H68BNO30

Q: Which of these has the lowest multiplicity?
A: C15H68BNO30

Q: Among the records above, which one has the highest energy?
A: C6H9F3N3S